# C3H10O2S2

2 unconnected molecules or ions with the total composition C3H10O2S2 in a non-equilibrium geometry (ωB97M-V with the def2-TZVPD basis set, the Open Molecules 2025 dataset).

Output
frontier orbital gap	8.58	eV
energy relative to the best compared isomer or geometry (same formula, charge and spin)	2.476	eV
HOMO energy	-8.38	eV
SMILES	OCCCSS.O

```
17
C3H10O2S2 ωB97M-V with the def2-TZVPD basis set
S -2.85882 -1.18038 -1.79139
S -3.21979 -0.36055 0.18013
O 3.38583 5.16467 2.15559
O 1.76449 -1.52038 0.37719
C -1.08359 -1.78624 -1.78068
C -0.23962 -0.89116 -0.76625
C 0.43443 -1.71772 0.45180
H 0.65366 -0.24701 -1.23332
H -4.23703 0.49045 -0.10221
H -0.78625 -1.42860 -2.74919
H 3.13477 5.93462 1.66523
H -1.07645 -2.67198 -1.20162
H 2.72537 5.05252 2.83460
H 1.91279 -0.61069 0.62802
H -0.07737 -1.30129 1.29224
H 0.40763 -2.91060 0.29472
H -0.84004 -0.01566 -0.25487
```